Molecular formula: C40H44Cl2O24
Method: DFT, ωB97M-V with the def2-TZVPD basis set

CARTESIAN COORDINATES (ANGSTROEM)
Cl: 3.7349 -3.6565 2.6412
C: 2.4379 -2.6184 3.3210
C: 2.5333 -2.2694 4.7688
Cl: 2.3749 -3.7853 5.7285
H: 1.5168 -3.1200 3.0404
H: 2.4462 -1.6839 2.7548
H: 1.6989 -1.6310 5.0646
H: 3.3861 -1.7076 5.1466
C: -2.3340 -0.2032 3.6486
O: -0.9582 -0.4448 3.8445
C: -0.6939 -1.3338 4.9054
C: -0.9519 -2.8241 4.6439
O: -0.2531 -3.2651 3.4976
C: -0.4905 -4.6490 3.3013
H: -2.9049 -1.1318 3.5713
H: -2.5009 0.2882 2.6897
H: -2.7034 0.4714 4.4249
H: -1.3512 -1.0128 5.7256
H: 0.2757 -1.1745 5.3725
H: -2.0013 -3.1380 4.6563
H: -0.5285 -3.3214 5.5292
H: -1.4923 -4.7809 2.8755
H: -0.5479 -5.2153 4.2382
H: 0.2659 -5.1360 2.6928
C: -3.4254 -4.0785 0.4996
O: -4.2434 -4.2328 1.6691
C: -4.5438 -5.6027 1.9236
C: -6.0059 -5.8385 1.6492
O: -6.3432 -5.6628 0.2714
C: -7.5122 -6.3296 -0.1035
H: -2.3864 -4.2978 0.7645
H: -3.6006 -3.0568 0.1846
H: -3.6559 -4.8144 -0.2752
H: -4.4913 -5.7443 3.0128
H: -3.8188 -6.3094 1.5180
H: -6.5736 -5.0747 2.1846
H: -6.2639 -6.8608 1.9465
H: -7.9635 -5.8224 -0.9545
H: -8.2242 -6.3930 0.7302
H: -7.3708 -7.3836 -0.3854
C: -1.4819 -0.0174 -0.1251
C: -0.8174 -0.9072 0.6196
C: 0.6522 -0.8945 0.8028
O: 1.2750 -1.6855 1.4684
C: 1.3370 0.2415 0.1263
C: 0.6823 1.1236 -0.6316
C: -0.8239 1.1702 -0.7132
O: -1.4446 2.0330 -1.2779
O: 1.3403 2.0502 -1.3765
O: -1.5007 -1.7915 1.3700
H: -2.5573 -0.0028 -0.0012
H: 2.4177 0.2254 0.1452
H: 0.6936 2.6344 -1.8095
H: -0.9076 -2.2127 2.0386
C: 7.0965 -0.8258 0.5806
C: 6.8775 -1.8596 -0.2516
C: 5.5121 -2.4349 -0.4598
O: 5.3413 -3.4121 -1.1474
C: 4.4044 -1.6735 0.1246
C: 4.6376 -0.5975 0.8747
C: 5.9969 -0.0873 1.2170
O: 6.2139 0.9193 1.8535
O: 3.6156 0.0516 1.4656
O: 7.9104 -2.5587 -0.7475
H: 8.0962 -0.4489 0.7453
H: 3.3612 -1.9459 0.0297
H: 3.9444 0.8514 1.9088
H: 7.5017 -3.2704 -1.2815
C: 0.9942 6.8903 -5.0754
C: 1.0772 6.1200 -3.9727
C: -0.0059 5.1041 -3.5760
O: 0.1281 4.3567 -2.6319
C: -1.2175 5.1570 -4.3804
C: -1.2632 5.9162 -5.4668
C: -0.1501 6.8053 -5.9902
O: -0.2838 7.4318 -7.0131
O: -2.2858 5.8959 -6.3442
O: 2.0768 6.2581 -3.0925
H: 1.8334 7.5176 -5.3478
H: -2.0250 4.4666 -4.1712
H: -2.0258 6.4736 -7.0853
H: 2.1372 5.5079 -2.4739
C: 4.3731 5.9738 -0.7876
C: 3.8857 4.7266 -0.5585
C: 4.6674 3.5877 0.0259
O: 4.2177 2.4817 0.1447
C: 6.0535 3.9364 0.3678
C: 6.4741 5.2053 0.2641
C: 5.7225 6.2885 -0.3886
O: 6.2487 7.3548 -0.6454
O: 7.7473 5.4686 0.6296
O: 2.5814 4.4735 -0.8122
H: 3.6581 6.7182 -1.1015
H: 6.7523 3.1670 0.6624
H: 7.8473 6.4355 0.6586
H: 2.4102 3.5072 -0.7337
C: -4.4686 1.0239 -2.2112
C: -4.5667 1.8642 -3.2330
C: -4.7539 1.4239 -4.6536
O: -4.7104 2.2253 -5.5629
C: -4.8747 -0.0118 -4.8640
C: -4.7755 -0.8628 -3.8345
C: -4.5775 -0.4331 -2.4059
O: -4.5858 -1.2562 -1.5208
O: -4.8415 -2.1878 -4.0108
O: -4.4878 3.1989 -3.0498
H: -4.3143 1.3079 -1.1795
H: -5.0023 -0.3551 -5.8810
H: -4.6577 -2.6196 -3.1588
H: -4.9223 3.6279 -3.8047

- HOMO-LUMO gap: 7.65 eV
- E_LUMO: -1.7 eV
- Spin multiplicity: 1
- Strongest force on any atom: 2.64 eV Å⁻¹
- Structure (SMILES): O=C1C=C(O)C(=O)C=C1O.O=C1C=C(O)C(=O)C=C1O.O=C1C=C(O)C(=O)C=C1O.O=C1C=C(O)C(=O)C=C1O.O=C1C=C(O)C(=O)C=C1O.COCCOC.COCCOC.ClCCCl
- Molecular weight: 979.674 g mol⁻¹